The following is a DFT calculation (ωB97M-V with the def2-TZVPD basis set) of a cluster of 7 separate species, C15H36O7 in total.

Calculated values
ΔE to the lowest compared entry with this formula, charge and spin   0.0 kcal per mole
E_LUMO   0.2632 eV
Total energy   -1119.726352 Eh
Orbital gap   9.64 eV

Atoms and positions in Å:
C1 5.65869 0.40607 3.18800
C2 4.20156 -0.00206 3.11715
C3 3.66276 -0.42207 1.76353
O1 3.52947 -0.06166 4.12074
H1 6.29148 -0.46723 3.35778
H2 5.78581 1.11596 3.99821
H3 5.98347 0.82063 2.23044
H4 4.46199 -0.50253 1.02839
H5 2.95165 0.29491 1.34738
H6 3.14648 -1.37483 1.87730
C4 -1.04561 -0.96367 -1.47690
C5 -0.77504 0.10294 -0.44620
C6 -0.16329 -0.32667 0.87281
O2 -1.02967 1.26449 -0.67173
H7 -0.12071 -1.38541 -1.87581
H8 -1.57934 -0.50177 -2.30825
H9 -1.66961 -1.76289 -1.07189
H10 0.23682 -1.33779 0.79716
H11 -0.94788 -0.32391 1.62978
H12 0.63995 0.36216 1.11843
C7 -0.34161 0.70000 -5.24908
C8 -1.66508 1.34660 -5.54640
C9 -2.94403 0.69572 -5.08172
O3 -1.71902 2.42781 -6.11569
H13 0.46616 1.34029 -5.59317
H14 -0.26667 -0.23856 -5.81355
H15 -0.23451 0.45778 -4.19220
H16 -3.61736 0.43423 -5.89289
H17 -3.42138 1.42852 -4.42357
H18 -2.80662 -0.19192 -4.45613
C10 1.17494 2.75337 4.04807
C11 0.16184 3.83026 3.72865
C12 -1.04711 3.43313 2.92427
O4 0.33204 4.95998 4.10284
H19 2.17081 3.19662 4.07021
H20 1.16588 1.88775 3.39092
H21 0.98451 2.41005 5.07030
H22 -1.81485 4.19658 2.97743
H23 -1.41597 2.46627 3.28530
H24 -0.75837 3.25228 1.88564
C13 -0.63499 -4.23068 2.57929
O5 -1.44637 -4.70318 3.63766
H25 -0.32053 -5.07724 1.95372
H26 -1.18198 -3.46989 2.03535
H27 0.33439 -3.81260 2.89239
H28 -0.88193 -4.99944 4.35531
C14 0.10452 3.57086 -2.98846
O6 -1.24519 3.47832 -3.37329
H29 0.17938 3.20333 -1.96549
H30 0.77733 2.99002 -3.62570
H31 0.43301 4.61819 -2.96494
H32 -1.31319 3.61458 -4.32506
C15 -2.96411 -4.85838 -0.84887
O7 -2.87309 -5.89501 0.13456
H33 -2.06287 -4.25662 -0.76497
H34 -3.01644 -5.26713 -1.86251
H35 -3.83025 -4.21107 -0.68273
H36 -3.68024 -6.41547 0.09819


The following is a DFT calculation (ωB97M-V with the def2-TZVPD basis set) of a structure of composition C31H32CoN6O2.

Calculated values
E_LUMO (spin up / spin down)   -0.3134 / -0.3125 eV
Total energy   -3062.211586 Eh
2S+1   2
Orbital gap (spin up / spin down)   7.04 / 6.95 eV

Atoms and positions in Å:
Co1 0.16174 0.28501 0.24580
C1 -3.00526 0.36713 0.82052
N1 -1.92892 1.36504 0.70359
C2 -1.94267 2.14256 1.95603
C3 -0.60493 2.72696 2.37246
C4 0.43715 1.67277 2.76645
N2 1.19556 1.26167 1.58937
C5 2.43869 1.52534 1.56035
C6 3.27276 1.35325 0.37061
C7 4.60006 1.42598 0.57415
C8 5.67604 1.04908 -0.33998
C9 5.60256 0.11353 -1.29423
C10 4.39626 -0.65967 -1.68946
C11 3.23228 -1.04212 -0.71497
O1 3.17082 -1.88618 0.12480
C12 -2.19538 2.21389 -0.47631
C13 -1.46837 1.77803 -1.75298
C14 -1.46929 0.29542 -2.13423
N3 -0.93315 -0.56744 -1.07237
C15 -1.31541 -1.78572 -1.00699
C16 -1.01572 -2.70109 0.06423
C17 -1.28963 -4.06599 -0.14206
C18 -1.10347 -4.99866 0.84509
C19 -0.65614 -4.55856 2.10113
C20 -0.40639 -3.23267 2.34541
C21 -0.56536 -2.24505 1.33914
O2 -0.34772 -1.00191 1.62808
H1 -3.94091 0.85325 1.12768
H2 -2.72288 -0.38717 1.55075
H3 -3.18428 -0.11946 -0.13302
H4 -2.27301 1.47001 2.74983
H5 -2.69586 2.94028 1.88710
H6 -0.78640 3.37309 3.23477
H7 -0.19312 3.36609 1.58511
H8 -0.05041 0.78667 3.17513
H9 1.11723 2.08143 3.51901
H10 2.91702 1.93377 2.45495
H11 4.92973 1.64846 1.58821
H12 6.65083 1.47859 -0.13586
H13 6.51028 -0.10113 -1.84875
H14 4.67300 -1.61137 -2.15148
H15 -1.86697 3.23108 -0.25190
H16 -3.28087 2.26423 -0.63811
H17 -0.42377 2.07523 -1.68368
H18 -1.90557 2.33155 -2.58876
H19 -0.83561 0.19581 -3.01905
H20 -2.47463 -0.04384 -2.40505
H21 -1.95797 -2.17119 -1.80466
H22 -1.65468 -4.37462 -1.11672
H23 -1.30516 -6.04558 0.66575
H24 -0.50786 -5.27975 2.89647
H25 -0.06327 -2.89581 3.31551
N4 7.23408 6.31289 -4.85048
C22 6.56775 5.49678 -4.38795
C23 5.73818 4.48179 -3.80924
C24 4.96659 4.75379 -2.67950
C25 4.17264 3.78123 -2.11190
C26 4.11061 2.48515 -2.66062
C27 4.90250 2.21993 -3.79494
C28 5.69306 3.19983 -4.35516
N5 3.31201 1.51886 -2.12581
C29 3.32333 0.12824 -2.51079
C30 2.14163 -0.40701 -1.62291
N6 1.39971 0.75533 -1.17853
C31 2.49590 1.65087 -0.92729
H26 4.99857 5.74206 -2.23974
H27 3.60635 4.02836 -1.22511
H28 4.90323 1.23284 -4.23444
H29 6.29152 2.97192 -5.22756
H30 3.29012 0.01005 -3.59038
H31 1.51208 -1.21141 -2.01030
H32 2.16217 2.68388 -0.79290